Record 1
158
Properties=species:S:1:pos:R:3:mulliken_charge:R:1 method="wB97M-V/def2-TZVPD" energy_ev=-144206.6957 homo_energy_ev=-8.15 e_lumo_ev=-5.3 homo_lumo_gap_ev=2.9
Zn -11.27 8.83 24.04 0.792
S -12.43 8.10 20.35 1.299
O -13.80 8.47 20.02 -0.555
O -12.38 7.30 21.57 -0.484
O -11.67 7.50 19.27 -0.534
O -11.78 9.25 20.96 -0.474
C -12.30 0.71 24.20 -0.961
C -13.09 -0.57 24.53 -0.670
N -12.20 -1.47 25.28 -0.077
C -12.05 -1.14 26.73 -0.430
C -11.51 -2.41 27.55 -1.295
C -10.85 -1.71 24.76 -0.237
C -10.91 -2.29 23.35 -1.413
H -13.00 1.45 23.82 0.397
H -11.68 0.53 23.32 0.233
H -11.79 1.23 25.01 0.300
H -13.90 -0.36 25.22 0.388
H -13.34 -1.07 23.59 0.338
H -11.39 -0.29 26.89 0.272
H -13.05 -0.85 27.05 0.404
H -11.62 -2.24 28.62 0.412
H -11.98 -3.37 27.35 0.332
H -10.44 -2.60 27.41 0.343
H -10.36 -2.49 25.34 0.300
H -10.28 -0.79 24.80 0.349
H -11.44 -1.69 22.61 0.299
H -11.25 -3.32 23.32 0.326
H -9.92 -2.33 22.90 0.392
C -12.88 16.07 13.80 -1.307
C -14.40 16.43 13.54 -0.565
N -15.33 15.86 14.48 0.284
C -16.70 16.20 14.10 -0.497
C -16.91 17.74 14.10 -1.356
C -15.23 14.39 14.59 -0.483
C -16.31 13.71 15.40 -1.538
H -12.55 16.42 14.78 0.284
H -12.18 16.46 13.06 0.395
H -12.68 15.00 13.81 0.324
H -14.41 17.52 13.49 0.328
H -14.62 16.04 12.54 0.391
H -16.98 15.86 13.10 0.363
H -17.41 15.72 14.77 0.450
H -17.95 18.03 14.22 0.400
H -16.46 18.14 15.01 0.334
H -16.46 18.24 13.25 0.307
H -14.32 13.99 15.03 0.371
H -15.22 13.96 13.59 0.392
H -17.19 13.56 14.77 0.351
H -16.50 14.29 16.30 0.384
H -15.99 12.71 15.71 0.391
C -10.91 5.97 29.51 -1.033
C -11.91 5.95 28.35 0.706
O -11.69 6.53 27.32 -0.665
N -13.05 5.32 28.60 -0.194
C -14.16 5.26 27.67 -0.828
H -11.10 5.11 30.15 0.331
H -11.08 6.87 30.11 0.263
H -9.92 5.86 29.08 0.292
H -13.20 5.06 29.56 0.210
H -13.91 5.40 26.62 0.299
H -14.83 6.07 27.97 0.299
H -14.66 4.29 27.67 0.297
C -2.96 13.51 19.65 -1.201
C -3.94 13.87 20.72 0.842
O -3.63 14.32 21.84 -0.671
N -5.21 13.70 20.33 -0.150
C -6.36 13.95 21.16 -0.868
H -1.93 13.74 19.93 0.339
H -3.09 14.03 18.71 0.312
H -2.86 12.45 19.41 0.297
H -5.44 13.27 19.44 0.216
H -6.96 14.72 20.66 0.290
H -6.06 14.35 22.12 0.319
H -6.88 13.00 21.27 0.276
C -13.91 3.00 17.92 -0.897
C -12.66 2.12 17.82 0.651
O -12.76 0.93 17.52 -0.633
N -11.52 2.80 17.99 -0.118
C -10.24 2.12 17.96 -0.906
H -14.61 2.50 18.59 0.267
H -14.45 3.13 16.99 0.246
H -13.85 4.03 18.29 0.251
H -11.59 3.76 18.30 0.234
H -9.42 2.84 17.96 0.357
H -10.09 1.62 17.00 0.276
H -10.15 1.48 18.83 0.274
C -13.26 18.50 19.04 -0.748
C -13.09 17.34 20.00 0.631
O -12.53 17.51 21.08 -0.646
N -13.59 16.17 19.67 -0.147
C -13.55 14.95 20.46 -0.886
H -12.27 18.93 18.89 0.280
H -14.06 19.16 19.37 0.233
H -13.51 18.09 18.06 0.166
H -13.83 15.93 18.71 0.246
H -13.73 14.10 19.80 0.343
H -14.28 15.00 21.27 0.242
H -12.55 14.88 20.90 0.283
C -13.77 7.13 14.25 -0.869
C -12.48 6.82 13.48 0.708
O -12.49 6.83 12.26 -0.646
N -11.42 6.60 14.27 -0.137
C -10.06 6.34 13.72 -0.853
H -14.48 6.31 14.11 0.250
H -14.27 8.03 13.88 0.261
H -13.61 7.14 15.33 0.226
H -11.44 6.72 15.27 0.184
H -9.43 7.17 14.06 0.279
H -10.03 6.21 12.64 0.307
H -9.59 5.45 14.12 0.292
C -17.93 5.62 21.56 -0.815
C -18.92 6.09 20.55 0.619
O -19.92 5.41 20.53 -0.612
N -18.60 7.05 19.66 -0.163
C -19.52 7.50 18.62 -0.919
H -17.71 4.58 21.34 0.239
H -18.38 5.79 22.54 0.248
H -17.05 6.26 21.48 0.249
H -17.68 7.46 19.69 0.240
H -19.04 8.41 18.26 0.360
H -20.53 7.78 18.91 0.273
H -19.52 6.86 17.74 0.282
C -5.26 8.09 23.40 -1.048
C -6.45 7.08 23.33 0.613
O -7.60 7.52 23.44 -0.627
N -6.14 5.79 23.03 -0.184
C -7.08 4.69 23.01 -0.775
H -5.56 9.06 23.80 0.293
H -5.00 8.32 22.37 0.285
H -4.42 7.73 24.00 0.332
H -5.26 5.58 22.59 0.266
H -7.85 4.99 22.30 0.280
H -7.46 4.51 24.01 0.236
H -6.47 3.87 22.62 0.312
C -6.07 8.21 17.25 -1.004
C -6.68 9.63 17.03 0.746
O -5.96 10.56 16.70 -0.690
N -7.93 9.71 17.14 -0.101
C -8.84 10.84 16.87 -0.926
H -6.07 7.56 16.37 0.257
H -6.67 7.74 18.03 0.318
H -5.06 8.36 17.61 0.284
H -8.36 8.84 17.43 0.179
H -8.93 11.57 17.67 0.286
H -9.86 10.46 16.86 0.341
H -8.61 11.38 15.95 0.311
C -16.89 10.90 24.83 -1.154
C -15.79 10.72 25.87 0.768
O -14.71 10.25 25.47 -0.659
N -15.99 11.13 27.09 -0.160
C -15.04 11.09 28.14 -0.861
H -17.19 11.95 24.85 0.316
H -17.78 10.28 24.95 0.317
H -16.63 10.61 23.82 0.288
H -16.81 11.70 27.23 0.220
H -15.43 10.35 28.84 0.297
H -14.81 12.03 28.63 0.304
H -14.10 10.68 27.79 0.311



Record 2
19
Properties=species:S:1:pos:R:3:mulliken_charge:R:1 method="wB97M-V/def2-TZVPD" energy_ev=-49515.5602 e_above_lowest_kj_mol=237.0 homo_energy_ev=-9.53 charge=+1 e_lumo_ev=-7.0 homo_lumo_gap_ev=2.6
Ag 0.06 1.86 3.18 0.661
Ag 0.79 2.81 -0.36 0.502
Ag 2.20 -1.52 2.25 0.316
Ag 0.34 -3.29 0.22 0.477
Ag 5.17 1.21 -0.08 0.739
Ag 1.76 -1.12 -2.20 0.550
Ag -1.31 -0.61 1.18 0.576
C -2.10 2.07 0.26 0.775
O -1.48 2.91 -0.54 -0.727
O -3.18 1.55 -0.05 -0.561
O -1.42 1.86 1.34 -0.629
C -1.83 -2.24 -1.47 0.626
O -2.45 -3.18 -1.99 -0.496
O -0.63 -1.93 -1.83 -0.503
O -2.45 -1.57 -0.58 -0.564
C 1.70 0.31 0.12 0.994
O 1.13 0.99 1.12 -0.416
O 2.61 0.74 -0.71 -0.861
O 1.08 -0.85 0.14 -0.458